[1]
The following is a DFT calculation (ωB97M-V/def2-TZVPD) of C7H9Cl in the gas phase at a distorted geometry.

Its LUMO energy is 0.6 eV. The calculation puts the energy relative to the best compared isomer or geometry (same formula, charge and spin) at 45.0 kcal per mole. The SMILES is C#C[C@@]1(Cl)CC1(C)C. The value obtained for the HOMO-LUMO gap is 10.31 eV. The net charge is 0.

Each atom is followed by the atoms it is bonded to, with distances in Å.
Cartesian coordinates (Å):
1 C -1.65 -2.62 -0.39  C2 1.201, H9 1.050
2 C -1.40 -1.48 -0.11  C1 1.201, C3 1.406
3 C -1.03 -0.17 0.22  C2 1.406, Cl4 1.958, C5 1.501, C6 1.507
4 Cl -2.49 1.11 -0.07  C3 1.958
5 C -0.22 0.23 1.42  C3 1.501, C6 1.502, H10 1.079, H11 1.081
6 C 0.35 0.42 0.04  C3 1.507, C5 1.502, C7 1.511, C8 1.513
7 C 0.48 1.82 -0.52  C6 1.511, H12 1.089, H13 1.088, H14 1.086
8 C 1.45 -0.51 -0.41  C6 1.513, H15 1.089, H16 1.087, H17 1.091
9 H -1.88 -3.62 -0.63  C1 1.050
10 H -0.56 1.09 1.97  C5 1.079
11 H 0.17 -0.57 2.04  C5 1.081
12 H 0.45 1.78 -1.61  C7 1.089
13 H 1.43 2.26 -0.22  C7 1.088
14 H -0.32 2.46 -0.17  C7 1.086
15 H 1.41 -0.67 -1.48  C8 1.089
16 H 1.38 -1.47 0.09  C8 1.087
17 H 2.42 -0.06 -0.17  C8 1.091

=====

[2]
The following is a DFT calculation (ωB97M-V/def2-TZVPD) of C7H9Cl in the gas phase at a distorted geometry.

Its LUMO energy is 0.3 eV. The calculation puts the energy relative to the best compared isomer or geometry (same formula, charge and spin) at 95.3 kcal per mole. The SMILES is C=C/C(Cl)=C\C1CC1. The value obtained for the HOMO-LUMO gap is 8.61 eV. The net charge is 0.

Each atom is followed by the atoms it is bonded to, with distances in Å.
Cartesian coordinates (Å):
1 C -0.12 -1.10 -2.27  C2 1.439, H9 1.159, H10 1.034
2 C 0.82 -0.09 -1.88  C1 1.439, C3 1.445, H11 1.199
3 C 0.80 0.26 -0.48  C2 1.445, Cl4 1.867, C5 1.346
4 Cl 2.38 0.97 0.23  C3 1.867
5 C -0.17 0.06 0.44  C3 1.346, C6 1.540, H12 1.068
6 C -1.66 -0.28 0.30  C5 1.540, C7 1.663, C8 1.641, H13 1.212
7 C -2.24 -1.19 1.57  C6 1.663, C8 1.600, H14 1.145, H15 1.110
8 C -2.42 0.40 1.58  C6 1.641, C7 1.600, H16 1.287, H17 1.123
9 H -0.77 -1.65 -1.48  C1 1.159
10 H 0.02 -1.41 -3.25  C1 1.034
11 H 1.71 0.28 -2.59  C2 1.199
12 H 0.28 0.27 1.38  C5 1.068
13 H -2.22 -0.60 -0.73  C6 1.212
14 H -1.51 -1.84 2.17  C7 1.145
15 H -3.17 -1.72 1.27  C7 1.110
16 H -1.50 1.05 2.21  C8 1.287
17 H -3.43 0.89 1.52  C8 1.123

=====

[3]
The following is a DFT calculation (ωB97M-V/def2-TZVPD) of an isolated ion of composition C7H9Cl2N2OS and charge +1 at a distorted geometry.

Its LUMO energy (spin up / spin down) is -5.0 / -4.9 eV. The calculation puts the energy relative to the best compared isomer or geometry (same formula, charge and spin) at 35.3 kcal per mole. The SMILES is S[C@H]1OCC[C@@H]2[NH+]=C(Cl)NC(Cl)=C21. The value obtained for the HOMO-LUMO gap (spin up / spin down) is 7.27 / 7.27 eV. The net charge is +1.

Each atom is followed by the atoms it is bonded to, with distances in Å.
Cartesian coordinates (Å):
1 S -1.71 2.46 -1.11  C2 1.879, H14 1.292
2 C -1.02 1.52 0.37  S1 1.879, O3 1.406, C13 1.536, H15 1.080
3 O -2.05 0.72 0.89  C2 1.406, C4 1.398
4 C -2.28 -0.55 0.35  O3 1.398, C5 1.560, H16 1.107, H17 1.156
5 C -1.03 -1.47 0.30  C4 1.560, C6 1.548, H18 1.181, H19 1.092
6 C 0.06 -0.71 -0.49  C5 1.548, N7 1.512, C13 1.533, H20 1.094
7 N 1.44 -1.31 -0.60  C6 1.512, C8 1.328, H21 1.000
8 C 2.60 -0.77 -0.24  N7 1.328, Cl9 1.696, N10 1.360
9 Cl 3.83 -1.92 -0.08  C8 1.696
10 N 2.76 0.53 0.15  C8 1.360, C11 1.375, H22 1.012
11 C 1.71 1.42 0.06  N10 1.375, Cl12 1.751, C13 1.628
12 Cl 2.06 3.06 0.58  C11 1.751
13 C 0.25 0.70 0.08  C2 1.536, C6 1.533, C11 1.628
14 H -2.71 1.64 -1.12  S1 1.292
15 H -0.72 2.24 1.11  C2 1.080
16 H -2.63 -0.52 -0.70  C4 1.107
17 H -3.11 -1.01 1.01  C4 1.156
18 H -0.71 -1.60 1.43  C5 1.181
19 H -1.44 -2.39 -0.12  C5 1.092
20 H -0.48 -0.67 -1.44  C6 1.094
21 H 1.48 -2.31 -0.56  N7 1.000
22 H 3.67 0.96 0.12  N10 1.012

=====

[4]
The following is a DFT calculation (ωB97M-V/def2-TZVPD) of C7H9Cl2NOS in the gas phase at a distorted geometry.

Its LUMO energy is -0.3 eV. The calculation puts the energy relative to the best compared isomer or geometry (same formula, charge and spin) at 24.0 kcal per mole. The SMILES is CC(C)(C)C(ON=C=S)=C(Cl)Cl. The value obtained for the HOMO-LUMO gap is 8.70 eV. The net charge is 0.

Each atom is followed by the atoms it is bonded to, with distances in Å.
Cartesian coordinates (Å):
1 C 0.90 0.02 1.25  C2 1.532, H13 1.085, H14 1.089, H15 1.088
2 C 0.49 -0.36 -0.17  C1 1.532, C3 1.532, C4 1.535, C5 1.525
3 C 0.35 0.92 -0.99  C2 1.532, H16 1.087, H17 1.087, H18 1.086
4 C -0.85 -1.11 -0.18  C2 1.535, H19 1.085, H20 1.087, H21 1.088
5 C 1.53 -1.27 -0.82  C2 1.525, O6 1.378, C10 1.341
6 O 2.01 -0.82 -2.04  C5 1.378, N7 1.365
7 N 1.72 -1.60 -3.12  O6 1.365, C8 1.205
8 C 1.37 -2.73 -3.32  N7 1.205, S9 1.555
9 S 0.74 -4.04 -3.89  C8 1.555
10 C 1.97 -2.45 -0.36  C5 1.341, Cl11 1.712, Cl12 1.732
11 Cl 1.41 -3.22 1.07  C10 1.712
12 Cl 3.19 -3.36 -1.17  C10 1.732
13 H 1.13 -0.85 1.86  C1 1.085
14 H 1.78 0.67 1.23  C1 1.089
15 H 0.09 0.56 1.73  C1 1.088
16 H 1.31 1.42 -1.09  C3 1.087
17 H -0.04 0.72 -1.99  C3 1.087
18 H -0.34 1.59 -0.49  C3 1.086
19 H -0.82 -1.98 0.46  C4 1.085
20 H -1.64 -0.45 0.18  C4 1.087
21 H -1.11 -1.42 -1.19  C4 1.088

=====

[5]
The following is a DFT calculation (ωB97M-V/def2-TZVPD) of an isolated ion of composition C7H9F2NO4P and charge -1 at a distorted geometry.

Its LUMO energy is 3.2 eV. The SMILES is N=[PH2][C@@]1(C(=O)[O-])C(=O)O[C@@H](CCF)[C@H]1F. The value obtained for the HOMO-LUMO gap is 8.40 eV. The net charge is -1.

Each atom is followed by the atoms it is bonded to, with distances in Å.
Cartesian coordinates (Å):
1 N 1.47 -2.57 0.02  P2 1.612, H16 1.025
2 P 2.18 -1.25 -0.59  N1 1.612, C3 1.898, H17 1.446, H18 1.428
3 C 1.28 0.37 -0.21  P2 1.898, C4 1.628, C7 1.608, C14 1.599
4 C 2.39 1.47 -0.67  C3 1.628, O5 1.283, O6 1.380
5 O 2.52 2.59 -0.05  C4 1.283
6 O 3.13 1.13 -1.79  C4 1.380
7 C 0.01 0.82 -1.09  C3 1.608, O8 1.255, O9 1.447
8 O -0.10 0.62 -2.33  C7 1.255
9 O -0.93 1.51 -0.24  C7 1.447, C10 1.457
10 C -0.94 0.73 0.99  O9 1.457, C11 1.613, C14 1.602, H19 1.150
11 C -1.82 -0.57 0.62  C10 1.613, C12 1.619, H20 1.138, H21 1.144
12 C -3.07 -0.23 -0.36  C11 1.619, F13 1.444, H22 1.158, H23 1.144
13 F -3.83 0.83 0.27  C12 1.444
14 C 0.63 0.51 1.24  C3 1.599, C10 1.602, F15 1.440, H24 1.158
15 F 1.03 -0.38 2.31  C14 1.440
16 H 0.62 -2.27 0.50  N1 1.025
17 H 3.49 -1.17 0.03  P2 1.446
18 H 2.37 -1.45 -1.99  P2 1.428
19 H -1.43 1.19 1.93  C10 1.150
20 H -1.22 -1.37 0.08  C11 1.138
21 H -2.27 -0.96 1.60  C11 1.144
22 H -3.73 -1.17 -0.51  C12 1.158
23 H -2.72 0.07 -1.40  C12 1.144
24 H 0.95 1.55 1.64  C14 1.158

=====

[6]
The following is a DFT calculation (ωB97M-V/def2-TZVPD) of C7H9F2NOSi in the gas phase at a distorted geometry.

Its LUMO energy (spin up / spin down) is 0.5 / 0.5 eV. The calculation puts the energy relative to the best compared isomer or geometry (same formula, charge and spin) at 38.5 kcal per mole. The value obtained for the HOMO-LUMO gap (spin up / spin down) is 7.49 / 7.49 eV. The net charge is 0.

Each atom is followed by the atoms it is bonded to, with distances in Å.
Cartesian coordinates (Å):
1 C 0.61 -3.10 0.43  C2 1.374, C3 1.380, H13 1.011
2 C -0.28 -2.14 0.85  C1 1.374, C5 1.369, H14 1.119
3 C 1.67 -2.62 -0.32  C1 1.380, C4 1.389, H15 1.034
4 C 1.84 -1.27 -0.58  C3 1.389, N8 1.387, H16 0.981
5 C -0.16 -0.82 0.52  C2 1.369, N8 1.394, O9 1.332
6 C -1.33 3.05 0.08  Si12 1.900, H17 1.170, H18 1.047, H19 1.019
7 C 1.03 1.04 -0.31  N8 1.359, H20 1.139, H21 1.021
8 N 0.94 -0.30 -0.16  C4 1.387, C5 1.394, C7 1.359
9 O -1.06 0.12 0.82  C5 1.332, Si12 1.662
10 F -1.51 0.67 -1.70  Si12 1.594
11 F -3.34 0.93 -0.12  Si12 1.622
12 Si -1.75 1.22 -0.22  C6 1.900, O9 1.662, F10 1.594, F11 1.622
13 H 0.61 -4.07 0.72  C1 1.011
14 H -1.19 -2.38 1.46  C2 1.119
15 H 2.49 -3.08 -0.74  C3 1.034
16 H 2.62 -0.85 -1.01  C4 0.981
17 H -2.32 3.63 0.28  C6 1.170
18 H -0.70 3.28 0.89  C6 1.047
19 H -0.77 3.44 -0.68  C6 1.019
20 H 1.99 1.58 -0.60  C7 1.139
21 H 0.62 1.67 0.39  C7 1.021